# C3H9N3O

2 unconnected molecules or ions with the total composition C3H9N3O in a non-equilibrium geometry (wB97M-V/def2-TZVPD, the OMol25 dataset).

Energy relative to the best compared isomer or geometry (same formula, charge and spin), kcal/mol: 127.2
HOMO-LUMO gap (alpha / beta), eV: 8.428 / 8.431
Charge: 0
Max |F|, eV/A: 3.6
E_HOMO (alpha / beta), eV: -7.64 / -7.65

Each atom is followed by the atoms it is bonded to, with distances in Å.
Positions of all 16 atoms, in Å:
1 C -1.46 0.06 0.30  C2 1.507, N4 1.242, H8 1.014
2 C -2.66 -0.02 1.19  C1 1.507, H9 1.010, H10 1.057, H11 1.068
3 C 1.85 -0.48 -0.03  N5 1.476, O7 1.424, H12 1.115, H13 1.085
4 N -0.78 1.09 0.15  C1 1.242
5 N 1.71 0.72 -0.89  C3 1.476, N6 1.315, H14 1.026
6 N 0.48 0.81 -1.34  N5 1.315, H15 1.041
7 O 1.80 -1.63 -0.85  C3 1.424, H16 0.963
8 H -1.12 -0.82 -0.09  C1 1.014
9 H -2.57 0.74 1.86  C2 1.010
10 H -3.41 0.13 0.46  C2 1.057
11 H -2.79 -0.90 1.78  C2 1.068
12 H 2.87 -0.53 0.40  C3 1.115
13 H 0.92 -0.60 0.52  C3 1.085
14 H 2.23 1.50 -0.47  N5 1.026
15 H 0.28 1.76 -1.72  N6 1.041
16 H 2.64 -1.83 -1.27  O7 0.963

Here are the Löwdin charges for atoms 1 to 2, given in e: atom 1 (C): -0.337, atom 2 (C): -0.057